Molecular formula: C30H83N7O9
Method: DFT, the ωB97M-V functional and the def2-TZVPD basis

As for the structure (SMILES): COC[C@H](C)N.COC[C@H](C)N.COC[C@H](C)N.COC[C@H](C)N.COC[C@H](C)N.COC[C@H](C)N.COC[C@H](C)N.OCCO. As for the HOMO energy: -8.79 eV. As for the multiplicity: 1. Its LUMO energy is 0.31 eV. The calculation puts the orbital gap at 9.10 eV. The calculation puts the energy above the lowest of the compared OMol25 structures with the same formula, charge and spin at 106.8 kcal/mol.

Each line ends with the Löwdin charge.
Positions of all 129 atoms, in Å:
C -0.5082 3.2454 8.8608  -0.118
O -0.5203 2.2727 7.8530  -0.197
C -1.6158 1.3708 7.9641  -0.211
C -1.4909 0.3431 6.8502  -0.436
C -1.5814 1.0557 5.4843  -0.062
N -2.5264 -0.6652 6.8527  0.023
H -1.4636 3.7308 9.0595  0.089
H 0.3462 3.9082 8.7238  0.090
H -0.2277 2.6821 9.7508  0.081
H -1.4350 0.7627 8.8504  0.119
H -2.5985 1.8412 7.9997  0.130
H -0.5784 -0.2443 6.9521  0.143
H -1.2532 0.3967 4.6805  0.074
H -1.0395 2.0013 5.4716  0.067
H -2.5785 1.3907 5.1985  0.073
H -2.4018 -1.2551 7.6629  0.064
H -3.4982 -0.3985 6.9195  0.072
C -6.4556 3.8284 -4.5277  -0.103
O -6.0563 4.1470 -5.8613  -0.196
C -4.7263 4.6822 -6.0346  -0.194
C -4.3293 4.8281 -7.4958  -0.464
C -4.5751 3.5780 -8.3126  -0.077
N -2.9449 5.2371 -7.5459  0.038
H -5.7498 3.1424 -4.0594  0.084
H -7.4764 3.4488 -4.4818  0.082
H -6.5943 4.7525 -3.9665  0.080
H -4.5987 5.6756 -5.6047  0.123
H -4.0244 4.0113 -5.5394  0.119
H -5.0173 5.5522 -7.9321  0.140
H -4.1515 3.6515 -9.3142  0.071
H -5.6400 3.4128 -8.4758  0.076
H -4.1466 2.6521 -7.9289  0.080
H -2.6422 5.2601 -8.5092  0.070
H -2.4120 4.4601 -7.1819  0.070
C 8.5222 1.6819 -1.5712  -0.121
O 9.7133 2.3706 -1.3616  -0.163
C 9.6620 3.4676 -0.4660  -0.232
C 10.9981 4.0095 0.0161  -0.438
C 11.8641 2.9472 0.6613  -0.073
N 10.7695 5.0737 1.0258  0.038
H 8.0709 1.3837 -0.6249  0.087
H 8.5952 0.7744 -2.1707  0.087
H 7.8687 2.3483 -2.1342  0.086
H 9.1129 4.3366 -0.8284  0.117
H 9.0559 3.3489 0.4322  0.117
H 11.5531 4.3796 -0.8459  0.138
H 12.2721 2.2552 -0.0754  0.078
H 11.3072 2.4483 1.4544  0.081
H 12.7719 3.3129 1.1413  0.075
H 10.3714 4.6178 1.8343  0.063
H 10.0155 5.6484 0.6774  0.059
C -12.0266 -1.5881 1.7324  -0.077
O -10.6263 -1.5888 1.3400  -0.222
C -10.3227 -1.5140 -0.0736  -0.199
C -8.9222 -1.9999 -0.4331  -0.399
C -8.6114 -3.4221 0.0530  -0.074
N -7.8357 -1.1784 0.2203  0.025
H -12.4816 -0.6059 1.6052  0.082
H -12.0629 -2.0491 2.7194  0.087
H -12.5446 -2.2802 1.0686  0.076
H -11.0905 -1.8791 -0.7557  0.118
H -10.3986 -0.4295 -0.1523  0.114
H -8.7479 -1.9965 -1.5091  0.130
H -9.4098 -4.0694 -0.3098  0.075
H -8.6341 -3.4918 1.1405  0.076
H -7.6584 -3.7309 -0.3767  0.077
H -7.9712 -1.3319 1.2093  0.055
H -8.0497 -0.1923 0.1773  0.055
C 3.3873 7.5784 3.2831  -0.125
O 2.5712 7.6778 2.1523  -0.219
C 1.4325 6.7391 2.1429  -0.160
C 0.6521 7.2654 0.9496  -0.435
C -0.7327 6.5464 0.9227  -0.081
N 1.2963 6.8134 -0.2745  0.035
H 3.5648 6.5044 3.3389  0.082
H 2.7935 7.8666 4.1506  0.082
H 4.3392 8.1069 3.3339  0.087
H 1.7108 5.6920 2.0233  0.132
H 0.8393 6.8411 3.0516  0.123
H 0.4797 8.3400 1.0099  0.139
H -0.8724 5.4662 0.9640  0.074
H -1.1747 6.8138 -0.0371  0.065
H -1.3941 6.9231 1.7030  0.066
H 1.0086 7.3660 -1.0695  0.074
H 2.2427 7.0870 -0.0523  0.061
C 0.6704 -8.0536 7.7825  -0.098
O 0.3768 -7.9069 6.3885  -0.210
C -0.7811 -7.0731 6.1857  -0.179
C -0.9711 -6.9595 4.6320  -0.422
C 0.2381 -6.3566 3.8508  -0.071
N -2.1106 -6.1436 4.2920  0.013
H 1.3642 -7.2382 7.9874  0.088
H 1.2122 -8.9944 7.8798  0.083
H -0.2227 -8.1458 8.4005  0.085
H -1.7093 -7.4857 6.5811  0.120
H -0.6069 -6.1017 6.6483  0.120
H -1.0826 -7.9513 4.1937  0.129
H 0.3240 -5.2892 4.0542  0.073
H 0.2734 -6.6173 2.7930  0.074
H 1.1566 -6.7600 4.2771  0.060
H -2.0694 -5.8643 3.3222  0.068
H -2.0494 -5.3098 4.8586  0.065
C 3.4422 -5.8382 -8.6123  -0.083
O 4.8894 -5.7684 -8.6364  -0.213
C 5.5308 -5.4717 -7.3678  -0.183
C 5.3873 -6.5769 -6.2746  -0.409
C 5.8273 -6.2598 -4.8239  -0.058
N 6.2765 -7.6701 -6.6735  0.004
H 3.0796 -5.8979 -9.6385  0.086
H 3.1403 -4.9004 -8.1459  0.083
H 3.0904 -6.6728 -8.0057  0.073
H 6.5543 -5.2273 -7.6520  0.125
H 5.0752 -4.5985 -6.9009  0.108
H 4.3737 -6.9752 -6.3184  0.119
H 5.3205 -5.4303 -4.3306  0.073
H 6.8647 -5.9351 -4.9044  0.068
H 5.9208 -7.1752 -4.2397  0.077
H 6.2166 -7.8748 -7.6607  0.064
H 7.2546 -7.4217 -6.6307  0.064
O -1.7090 -1.7260 -1.8744  -0.045
C -0.7530 -0.7140 -2.1057  -0.280
C 0.6669 -1.1662 -2.0831  -0.271
O 0.8609 -2.2051 -3.0050  -0.052
H -2.5821 -1.3281 -1.8421  0.093
H -0.8776 -0.1924 -3.0546  0.121
H -0.8580 0.0429 -1.3285  0.121
H 0.9333 -1.4983 -1.0797  0.119
H 1.3335 -0.3609 -2.3917  0.122
H -0.0339 -2.3494 -3.3216  0.071

Molecular formula: C30H83NO11
Method: DFT, the ωB97M-V functional and the def2-TZVPD basis

As for the structure (SMILES): COC[C@H](C)N.CC(C)O.CC(C)O.CC(C)O.CC(C)O.CC(C)O.CC(C)O.CCO.CCO.CCO.CCO. As for the HOMO energy: -9.37 eV. As for the multiplicity: 1. Its LUMO energy is 0.28 eV. The calculation puts the orbital gap at 9.66 eV.

Each line ends with the Löwdin charge.
Positions of all 125 atoms, in Å:
C -5.4860 1.5781 2.6612  -0.094
O -4.8026 0.7129 3.5933  -0.214
C -3.5039 1.2185 4.0145  -0.143
C -3.6615 2.4236 5.0308  -0.449
C -2.3904 2.9125 5.6832  -0.071
N -4.5502 2.0804 6.1296  0.032
H -4.8838 1.7328 1.7659  0.062
H -5.7855 2.5321 3.0953  0.080
H -6.4051 1.1138 2.3036  0.085
H -3.1392 0.3669 4.5887  0.121
H -2.7707 1.3799 3.2243  0.104
H -4.1669 3.2838 4.5916  0.110
H -2.5119 3.6450 6.4812  0.081
H -1.6247 3.2635 4.9915  0.067
H -1.9696 2.0626 6.2205  0.076
H -5.3677 1.6629 5.7084  0.063
H -4.1402 1.2934 6.6119  0.070
C 4.9763 0.0884 -4.1516  -0.041
C 3.6401 -0.3859 -3.5075  -0.478
C 2.3890 -0.0470 -4.3398  -0.059
O 3.7041 -1.7974 -3.3174  -0.059
H 5.2821 -0.6223 -4.9194  0.084
H 5.7644 0.2772 -3.4226  0.051
H 4.8593 1.0696 -4.6117  0.067
H 3.3850 0.1213 -2.5770  0.107
H 1.4307 -0.4427 -4.0033  0.065
H 2.5698 -0.3761 -5.3631  0.080
H 2.2083 1.0277 -4.3189  0.070
H 4.1226 -1.8825 -2.4576  0.023
C -3.8597 -1.1728 0.9053  -0.033
C -2.8476 -2.2213 0.4935  -0.507
C -2.1874 -2.8622 1.7461  -0.018
O -3.4120 -3.1112 -0.3639  -0.040
H -3.3176 -0.2732 1.1969  0.075
H -4.5127 -1.5437 1.6953  0.085
H -4.5469 -0.9489 0.0893  0.081
H -2.1014 -1.6972 -0.1036  0.117
H -1.5183 -2.1593 2.2424  0.077
H -1.5729 -3.7353 1.5266  0.065
H -2.9799 -3.0742 2.4638  0.079
H -3.9987 -3.6659 0.1555  0.129
C -0.5494 4.6274 0.5426  -0.051
C -1.3572 3.8999 1.5705  -0.408
C -2.6234 4.7114 1.9694  -0.031
O -1.9385 2.6460 1.0609  -0.113
H 0.0338 5.3920 1.0558  0.091
H -1.1893 5.0873 -0.2105  0.090
H 0.1507 3.9499 0.0537  0.056
H -0.7480 3.5503 2.4040  0.137
H -3.2156 4.7792 1.0568  0.074
H -2.3580 5.7343 2.2365  0.078
H -3.1975 4.3712 2.8313  0.060
H -2.4598 2.9173 0.3018  0.038
C 0.3149 1.5972 -1.1061  -0.042
C 0.0735 0.1828 -0.6213  -0.474
C 1.2774 -0.6913 -0.6113  -0.034
O -0.4311 0.2557 0.7169  -0.057
H -0.5338 2.2721 -0.9947  0.047
H 0.6531 1.5203 -2.1395  0.082
H 1.1097 2.0667 -0.5265  0.063
H -0.7437 -0.1567 -1.2577  0.117
H 1.0299 -1.6479 -0.1512  0.056
H 2.1971 -0.2232 -0.2604  0.090
H 1.5919 -0.8603 -1.6412  0.063
H -1.0756 0.9619 0.8030  0.031
C 4.0007 3.2679 -0.1982  -0.056
C 5.4029 2.7494 -0.4644  -0.500
C 5.8332 3.0712 -1.9033  -0.051
O 6.2153 3.5296 0.3386  -0.039
H 3.2605 2.6319 -0.6837  0.052
H 3.8167 4.3306 -0.3561  0.091
H 3.6820 3.0625 0.8237  0.080
H 5.4592 1.6881 -0.2221  0.111
H 5.9641 4.1404 -2.0695  0.093
H 5.1141 2.6454 -2.6030  0.064
H 6.7476 2.5373 -2.1620  0.078
H 7.0203 3.6042 -0.1791  0.081
C 0.8111 -5.3519 3.2251  -0.067
C 1.5038 -4.9342 1.9162  -0.491
C 1.9020 -3.4974 1.8708  -0.043
O 2.6404 -5.7495 2.0286  -0.063
H 0.5905 -6.4166 3.3013  0.085
H -0.2000 -4.9718 3.3707  0.066
H 1.4285 -5.0806 4.0815  0.084
H 0.8602 -5.2524 1.0961  0.135
H 2.6799 -3.3164 2.6126  0.091
H 1.0408 -2.8826 2.1324  0.076
H 2.2234 -3.2378 0.8621  0.055
H 2.8205 -5.9383 2.9524  0.075
C -3.1657 -1.1814 -4.6338  -0.073
C -3.5265 -1.4100 -3.1937  -0.336
O -3.5880 -2.8228 -2.9646  -0.089
H -3.9037 -1.6585 -5.2787  0.082
H -2.1438 -1.5105 -4.8227  0.079
H -3.1303 -0.1034 -4.7911  0.058
H -4.4871 -1.0759 -2.8018  0.105
H -2.7752 -0.9105 -2.5820  0.087
H -3.5000 -2.9464 -2.0166  0.003
C 1.4886 -4.1804 -1.9473  -0.069
C 0.0672 -3.6911 -1.7831  -0.331
O -0.7925 -4.7950 -1.9287  -0.066
H 1.7986 -5.0185 -1.3231  0.076
H 2.2027 -3.4021 -1.6779  0.044
H 1.6366 -4.4031 -3.0040  0.085
H -0.1617 -2.8167 -2.3923  0.113
H -0.0858 -3.4392 -0.7337  0.082
H -1.6714 -4.5258 -1.6518  0.057
C -3.3733 2.8946 -2.8301  -0.047
C -4.3247 2.1177 -1.8341  -0.299
O -4.2999 2.7876 -0.6456  -0.086
H -2.4361 3.0458 -2.2944  0.050
H -3.6728 3.8540 -3.2518  0.071
H -3.1280 2.2783 -3.6950  0.055
H -4.0569 1.0653 -1.7405  0.090
H -5.3296 2.1798 -2.2517  0.114
H -5.0804 3.3443 -0.5969  0.107
C 6.7916 -1.8619 0.3940  -0.075
C 5.6369 -1.1389 -0.2720  -0.287
O 4.7703 -2.1371 -0.8038  -0.101
H 7.2230 -2.5955 -0.2870  0.083
H 6.5920 -2.3336 1.3562  0.079
H 7.6032 -1.1486 0.5377  0.073
H 5.9625 -0.4613 -1.0612  0.100
H 5.0632 -0.5134 0.4120  0.104
H 4.6514 -2.8858 -0.2147  0.096